[1]
Below is a cluster of 2 separate species, C4H13NS in total at a distorted geometry, with properties calculated with ωB97M-V/def2-TZVPD.

Each line ends with the Löwdin charge.
Atoms and positions in Å:
C  5.03152  2.89922  2.05863  -0.1228
C  3.83032  2.15389  1.51210  -0.3493
N  4.04377  0.67986  1.64716  -0.0319
H  5.97276  2.59149  1.60936  0.0683
H  4.98349  3.96927  1.83420  0.0677
H  5.07290  2.81164  3.13718  0.0645
H  2.97076  2.47872  2.11380  0.0955
H  3.55022  2.33307  0.47532  0.0996
H  3.10730  0.30697  1.50036  0.0526
H  4.06407  0.50768  2.65357  0.0559
C  -5.60464  -2.19556  -3.17289  -0.4201
S  -4.06516  -1.46127  -2.51559  0.7088
C  -3.84784  -2.42735  -1.00417  -0.4490
H  -6.37995  -2.10435  -2.41424  0.0279
H  -5.41308  -3.23061  -3.43080  0.0279
H  -5.93029  -1.58370  -4.00172  0.0206
H  -3.09926  -1.84352  -0.46922  0.0191
H  -4.73059  -2.42429  -0.36186  0.0332
H  -3.55630  -3.46115  -1.17119  0.0317

The HOMO energy is -8.55 eV. The gap between HOMO and LUMO comes out at 9.5070 eV. For the electronic energy, the calculation gives -16683.61097 eV. Its LUMO energy is 0.96 eV. Its net charge is 0. The energy above the lowest of the compared OMol25 structures with the same formula, charge and spin is 0.479 eV. The SMILES is CCN.CSC.

[2]
Below is a structure of composition C26H53B3Cl20I2O4 at a distorted geometry, with properties calculated with ωB97M-V/def2-TZVPD.

Each line ends with the Löwdin charge.
Atoms and positions in Å:
C  -1.98153  5.03622  4.93438  -0.0541
C  -2.64078  5.73513  3.73575  -0.2626
O  -2.45285  5.09471  2.48164  -0.1577
C  -2.98862  3.77102  2.41592  -0.0606
B  -1.79327  2.83183  1.99915  -0.4965
O  -1.81088  2.01058  0.88017  0.1778
B  -0.55250  1.51132  0.61338  -0.9732
I  -0.34689  -0.65471  0.13187  0.8624
O  0.53474  2.36293  0.70212  0.1733
B  0.35950  3.24132  1.77894  -0.5574
C  1.15327  4.57786  1.86048  -0.1144
C  2.41828  4.47534  2.73722  -0.3185
C  2.06348  4.18980  4.19524  -0.6610
I  3.79452  4.42018  5.41680  0.7679
O  -0.59834  2.83347  2.71154  0.2832
H  -2.72685  4.93772  5.72896  0.0470
H  -1.16875  5.61851  5.36667  0.0716
H  -1.63816  4.02710  4.71347  0.0711
H  -2.16929  6.71306  3.63325  0.0745
H  -3.69735  5.94589  3.92506  0.0490
H  -3.75932  3.74011  1.63620  0.1231
H  -3.47903  3.44693  3.33883  0.1303
H  0.54330  5.42152  2.19172  0.0395
H  1.49537  4.80151  0.84726  0.0960
H  3.12853  3.74219  2.36199  0.0548
H  2.93976  5.43726  2.72425  0.0909
H  1.71849  3.15919  4.28017  0.0378
H  1.27691  4.85177  4.54684  0.0429
Cl  2.15890  0.74082  -1.07629  0.5486
C  3.52247  0.88649  -2.22398  -0.6140
C  3.68825  -0.36331  -3.04852  -0.6718
Cl  4.24820  -1.73905  -2.05321  0.5700
H  4.42190  1.11225  -1.65467  0.0604
H  3.30748  1.73155  -2.87728  0.0781
H  4.43723  -0.20817  -3.82272  0.0427
H  2.75695  -0.65607  -3.52586  0.0575
Cl  -0.23564  -3.92968  -1.35093  0.5030
C  -1.45286  -5.05349  -0.68522  -0.6654
C  -2.69142  -4.34406  -0.20751  -0.6680
Cl  -2.38359  -3.35715  1.24647  0.5032
H  -0.98473  -5.61539  0.11918  0.0735
H  -1.71157  -5.74506  -1.48462  0.0108
H  -3.44769  -5.07622  0.06111  0.0088
H  -3.10249  -3.68986  -0.97334  0.0733
Cl  6.33928  -5.46153  -4.45867  0.5576
C  5.51442  -5.10159  -2.91474  -0.6507
C  6.32410  -5.55008  -1.72720  -0.6362
Cl  6.43168  -7.32917  -1.60475  0.5701
H  4.53717  -5.57867  -2.93792  0.0611
H  5.37575  -4.02311  -2.86593  0.0078
H  5.85251  -5.19659  -0.81190  0.0772
H  7.33822  -5.16146  -1.76778  0.0696
Cl  -2.09392  -7.73578  -3.53959  0.5578
C  -3.26498  -8.93966  -2.94176  -0.6520
C  -4.53519  -8.28700  -2.46222  -0.6441
Cl  -4.26059  -7.33892  -0.97634  0.5985
H  -2.78675  -9.51069  -2.14995  0.0704
H  -3.48361  -9.61235  -3.76936  0.0735
H  -5.27987  -9.04482  -2.22515  0.0733
H  -4.94852  -7.62094  -3.21510  0.0695
Cl  -6.22043  -0.95145  -0.07336  0.5368
C  -5.81760  0.67825  -0.67610  -0.6610
C  -4.71494  0.64589  -1.70283  -0.6320
Cl  -3.14440  0.18855  -0.98459  0.5382
H  -5.54409  1.29266  0.17825  0.0629
H  -6.72458  1.08536  -1.12060  0.0700
H  -4.59221  1.63687  -2.13875  0.0736
H  -4.93789  -0.05727  -2.50177  0.0667
Cl  4.90082  1.70826  1.65730  0.5622
C  4.10190  0.17300  2.08531  -0.6476
C  3.23975  0.27113  3.31894  -0.6401
Cl  4.20096  0.51301  4.80594  0.5245
H  4.88206  -0.57301  2.21456  0.0692
H  3.48527  -0.10929  1.23328  0.0286
H  2.69567  -0.66440  3.43726  0.0774
H  2.51905  1.08345  3.25452  0.0529
Cl  0.41349  7.33239  0.81836  0.6526
C  -1.19548  7.77736  0.18915  -0.6214
C  -1.62425  9.15819  0.61676  -0.6515
Cl  -1.96431  9.26531  2.36279  0.5574
H  -1.89884  7.01512  0.52065  0.0637
H  -1.13044  7.74306  -0.89741  0.0746
H  -2.54375  9.42866  0.10002  0.0725
H  -0.86371  9.89865  0.38240  0.0664
Cl  3.91807  -1.78842  -6.18196  0.5751
C  4.18556  -3.40906  -6.88041  -0.6577
C  4.41672  -3.35588  -8.36747  -0.6633
Cl  2.94917  -2.88372  -9.26423  0.5352
H  3.32463  -4.02454  -6.63211  0.0727
H  5.06120  -3.82569  -6.38683  0.0223
H  4.70435  -4.34296  -8.72545  0.0732
H  5.20426  -2.65119  -8.62183  0.0675
Cl  -6.06775  7.86916  3.20663  0.5463
C  -7.01109  7.81202  4.71835  -0.6600
C  -6.15632  7.43164  5.89913  -0.6462
Cl  -5.61240  5.73593  5.81099  0.5806
H  -7.82988  7.11097  4.57846  0.0673
H  -7.42693  8.80613  4.87390  0.0725
H  -6.72912  7.53444  6.81919  0.0724
H  -5.27381  8.06269  5.96971  0.0714
Cl  1.59887  -10.96571  -1.63288  0.5285
C  3.03076  -10.09796  -2.25073  -0.6604
C  3.12447  -8.69466  -1.71204  -0.6799
Cl  1.83559  -7.64296  -2.35441  0.5308
H  2.98125  -10.10299  -3.33650  0.0685
H  3.90534  -10.66691  -1.93972  0.0728
H  4.07343  -8.25186  -2.00644  -0.0091
H  3.05875  -8.67920  -0.62698  0.0718

The HOMO energy is -8.69 eV. The gap between HOMO and LUMO comes out at 9.0677 eV. For the electronic energy, the calculation gives -304700.24056 eV. Its LUMO energy is 0.37 eV. Its net charge is 0.

[3]
Below is a structure of composition C4H12N4P at a distorted geometry, with properties calculated with ωB97M-V/def2-TZVPD.

Each line ends with the Löwdin charge.
Atoms and positions in Å:
C  1.22202  -0.69088  -0.22570  -0.2929
C  0.30381  -1.87634  -0.02670  -0.1758
C  -1.01430  -1.49810  0.66910  -0.3340
C  0.31726  0.75024  -0.03849  -0.4302
N  2.40523  -0.89297  -0.51035  0.1903
N  0.29615  1.53056  -1.14545  0.0875
N  -2.10063  0.29413  -1.14111  -0.1517
N  0.82403  1.53841  1.54624  0.1169
P  -1.44917  0.29215  0.44276  0.9410
H  -0.15157  -2.23776  -0.95447  0.1208
H  0.95058  -2.66743  0.42833  0.1416
H  -1.72996  -2.15490  0.11840  0.0975
H  -1.09772  -1.68012  1.69293  0.0429
H  2.93703  -0.25861  -1.00774  0.0448
H  -0.44715  2.12400  -1.29752  0.0607
H  1.11597  1.79415  -1.67132  0.1223
H  -2.74471  0.98885  -1.22343  -0.0072
H  -2.47575  -0.59972  -1.33978  0.0345
H  1.32666  2.40432  1.37718  0.1046
H  1.49404  0.94190  2.15492  0.1638
H  0.01819  1.89814  2.15220  0.1225

The HOMO energy is -12.61 eV. The gap between HOMO and LUMO comes out at 9.3403 eV. For the electronic energy, the calculation gives -19583.51687 eV. Its LUMO energy is -3.27 eV. Its net charge is +1. The energy above the lowest of the compared OMol25 structures with the same formula, charge and spin is 1.719 eV.

Q: What is the formula in the second record?
A: C26H53B3Cl20I2O4

Repeat the first record exactly.
Below is a cluster of 2 separate species, C4H13NS in total at a distorted geometry, with properties calculated with ωB97M-V/def2-TZVPD.

Each line ends with the Löwdin charge.
Atoms and positions in Å:
C  5.03152  2.89922  2.05863  -0.1228
C  3.83032  2.15389  1.51210  -0.3493
N  4.04377  0.67986  1.64716  -0.0319
H  5.97276  2.59149  1.60936  0.0683
H  4.98349  3.96927  1.83420  0.0677
H  5.07290  2.81164  3.13718  0.0645
H  2.97076  2.47872  2.11380  0.0955
H  3.55022  2.33307  0.47532  0.0996
H  3.10730  0.30697  1.50036  0.0526
H  4.06407  0.50768  2.65357  0.0559
C  -5.60464  -2.19556  -3.17289  -0.4201
S  -4.06516  -1.46127  -2.51559  0.7088
C  -3.84784  -2.42735  -1.00417  -0.4490
H  -6.37995  -2.10435  -2.41424  0.0279
H  -5.41308  -3.23061  -3.43080  0.0279
H  -5.93029  -1.58370  -4.00172  0.0206
H  -3.09926  -1.84352  -0.46922  0.0191
H  -4.73059  -2.42429  -0.36186  0.0332
H  -3.55630  -3.46115  -1.17119  0.0317

The HOMO energy is -8.55 eV. The gap between HOMO and LUMO comes out at 9.5070 eV. For the electronic energy, the calculation gives -16683.61097 eV. Its LUMO energy is 0.96 eV. Its net charge is 0. The energy above the lowest of the compared OMol25 structures with the same formula, charge and spin is 0.479 eV. The SMILES is CCN.CSC.